Entry 1:
Molecular formula: C15H40AgO5
Method: DFT, wB97M-V/def2-TZVPD

The geometry in XYZ format:
```
61
Properties=species:S:1:pos:R:3:forces:R:3:mulliken_charge:R:1
Ag 0.0310 0.6376 0.5267 0.393 -0.145 0.101 0.6062
C -0.9547 -3.9519 0.2998 -0.368 0.596 -0.148 -1.4037
C -1.5702 -2.5402 0.6590 -0.858 -2.257 0.052 0.8634
C -2.7948 -2.6108 1.5775 -0.333 -0.790 -1.251 -1.4112
O -0.5782 -1.8722 1.3271 1.902 2.045 0.628 -0.4376
H 0.0016 -3.7897 -0.1974 -0.146 0.179 -0.387 0.2921
H -1.5804 -4.6066 -0.3067 -0.100 0.217 -0.098 0.3955
H -0.6517 -4.5424 1.1645 -0.413 0.212 0.515 0.4104
H -1.8092 -1.9920 -0.2523 0.153 0.016 -0.037 -0.0797
H -3.2714 -1.6623 1.8251 0.471 0.162 0.036 0.2825
H -2.5409 -3.1839 2.4692 -0.145 0.066 0.116 0.3434
H -3.5460 -3.1532 1.0034 -0.268 -0.294 0.304 0.4590
H -0.3697 -2.3736 2.1188 0.158 0.037 0.198 0.2743
C -1.0272 1.1336 4.2922 -0.422 0.257 0.349 -1.4766
C -2.0871 0.9050 3.1972 0.221 -0.521 1.870 1.1617
C -3.4771 1.4871 3.5720 0.974 -0.780 -0.580 -1.4617
O -1.6839 1.4759 1.9892 0.188 0.875 -1.239 -0.1996
H 0.0165 1.0504 3.9889 -0.120 -0.114 -0.496 0.3176
H -1.1527 0.4252 5.1110 -0.184 -0.101 -0.020 0.4036
H -1.1467 2.1225 4.7346 0.025 0.156 -0.051 0.3506
H -2.1058 -0.1647 2.9883 -0.436 -0.115 0.257 -0.3147
H -4.1652 1.1197 2.8107 -0.409 -0.120 0.352 0.4056
H -3.4591 2.5715 3.4631 0.167 0.179 0.261 0.4247
H -3.7639 1.2291 4.5914 -0.180 -0.051 -0.227 0.3869
H -2.2954 2.2024 1.8486 0.257 0.276 -0.505 0.1376
C -0.4271 -2.0252 -3.0227 0.886 1.241 -1.169 -1.3572
C 0.0381 -0.5303 -2.9468 -1.031 -1.909 0.759 0.5188
C -0.4932 0.3502 -4.0314 0.449 0.069 -1.199 -1.3766
O -0.4592 -0.0456 -1.7014 0.365 0.693 1.115 0.0529
H -1.5038 -2.0832 -2.8631 -0.001 -0.136 -0.244 0.3118
H 0.0940 -2.7236 -2.3678 0.011 0.398 0.256 0.1789
H -0.1283 -2.2770 -4.0402 -0.538 -0.659 -0.155 0.4661
H 1.1280 -0.5368 -2.9278 -0.145 0.377 0.206 0.1573
H -0.1747 1.3824 -3.8857 -0.201 0.013 0.134 0.2256
H -1.5711 0.3095 -4.1880 -0.122 -0.056 0.383 0.4359
H -0.0632 0.0549 -4.9884 0.057 -0.085 -0.106 0.3605
H -1.4137 0.0381 -1.7607 -0.128 -0.031 -0.250 0.2277
C 3.3567 -1.7523 1.4214 -0.043 -0.881 0.018 -1.2529
C 3.3984 -0.7224 0.3317 0.662 -1.058 -0.798 0.4649
C 2.9206 -1.2009 -1.0428 -0.599 -0.225 0.289 -0.6680
O 2.6293 0.3645 0.7534 -0.969 1.347 -0.183 -0.3378
H 4.1160 -2.5171 1.2586 -0.029 -0.089 0.104 0.3899
H 2.3777 -2.2304 1.4558 -0.095 -0.077 -0.064 0.1010
H 3.5150 -1.3032 2.4019 0.225 0.077 -0.012 0.4146
H 4.4395 -0.4388 0.1774 0.175 0.443 0.139 0.1937
H 2.8191 -0.3813 -1.7541 0.482 0.069 0.102 0.1549
H 1.9314 -1.6577 -1.0139 -0.276 0.004 0.428 -0.1656
H 3.5543 -1.9912 -1.4452 0.309 0.248 0.034 0.4562
H 3.0539 0.7430 1.5266 -0.056 0.128 0.139 0.2252
C 1.9626 2.4171 -1.8838 0.958 1.027 -0.302 -1.0205
C 1.2072 3.5232 -1.1705 1.010 -0.206 -2.148 0.5880
C 0.4132 4.2631 -2.2341 0.090 1.010 0.477 -1.5247
O 0.3616 2.9818 -0.2072 -1.023 -0.047 0.748 -0.3265
H 1.3367 1.8194 -2.5464 -0.187 -0.578 0.910 0.0406
H 2.6678 1.9584 -1.1906 -0.430 -0.749 -0.227 0.1472
H 2.5803 2.8944 -2.6445 0.365 0.326 0.134 0.5150
H 1.9080 4.1965 -0.6769 0.187 0.121 -0.054 0.2251
H 1.0974 4.7747 -2.9111 -0.003 -0.497 -0.403 0.3852
H -0.1174 5.1227 -1.8247 -0.420 -0.058 0.346 0.4858
H -0.3044 3.6045 -2.7234 0.178 0.041 -0.203 0.3499
H -0.2689 3.7022 -0.1357 -0.642 -0.277 0.793 0.2265
```
Forces are in eV/Å.

Output
HOMO level (Eh): -0.4778
ΔE to the lowest compared entry with this formula, charge and spin (kcal per mole): 19.0
E_LUMO (eV): -2.38
Orbital gap (eV): 10.618
Net charge: +1

---

Entry 2:
Molecular formula: C15H40B2ClO8P2
Method: DFT, wB97M-V/def2-TZVPD

The geometry in XYZ format:
```
68
Properties=species:S:1:pos:R:3:forces:R:3:mulliken_charge:R:1
C 1.1920 -2.3615 1.7647 -0.691 0.053 -0.542 -1.1794
C -0.3296 -2.2469 1.4185 0.220 -0.041 1.573 -0.2248
P -0.7528 -0.4461 1.1355 1.093 0.695 -0.581 0.0210
C -0.4247 0.3116 2.8385 0.089 -1.188 -0.028 -1.2161
B -2.6393 -0.2307 0.6496 -0.807 -0.577 1.368 0.3395
C -3.6725 -1.2673 1.3995 -0.607 -0.043 -0.095 -0.9056
C -3.6254 -2.7649 0.9807 -0.570 -0.333 0.633 -0.3247
C -4.9299 -3.2944 0.3112 0.835 -0.280 -0.038 -0.6070
Cl -4.5135 -4.2302 -1.2143 -0.385 0.166 0.357 -0.2612
B -2.6508 -0.2708 -1.0249 0.270 0.214 -1.517 0.6767
C -2.6586 1.0348 -1.9946 -0.630 -0.877 -0.171 -1.0423
O -2.5964 -1.4952 -1.7538 0.052 0.807 1.432 -0.6092
P -3.1233 1.5299 1.3314 1.154 0.757 -1.226 0.5815
O -2.1273 2.6056 0.9810 -1.531 -0.785 0.910 -0.7701
O -3.4538 1.4867 2.9990 0.255 0.556 -1.637 -0.5921
O -4.6577 1.8889 0.6652 1.392 -0.054 0.665 -0.6236
H 1.4017 -2.1742 2.8231 -0.113 0.015 -0.204 0.1771
H 1.5455 -3.3707 1.5103 0.147 0.267 0.086 0.4082
H 1.7162 -1.6024 1.1680 0.197 -0.353 0.167 0.2889
H -0.5686 -2.9073 0.5793 -0.055 0.472 -0.089 0.2999
H -0.8801 -2.6387 2.3018 -0.012 0.030 -0.456 0.2680
H 0.6387 0.1473 3.0771 -0.256 0.075 -0.134 0.2859
H -1.0083 -0.2201 3.6125 0.046 0.465 -0.097 0.2531
H -0.6068 1.3879 2.8404 -0.196 -0.225 -0.099 0.4117
H -3.5619 -1.1727 2.4983 0.027 -0.248 -0.341 0.1513
H -4.7119 -0.9131 1.1930 0.347 -0.142 0.128 0.4100
H -3.5003 -3.3615 1.9029 0.061 0.062 -0.343 0.3607
H -2.7891 -3.0447 0.3378 -0.089 0.448 0.009 0.0956
H -5.6322 -2.5100 0.0224 0.218 -0.115 -0.033 0.3270
H -5.4193 -4.0375 0.9494 -0.070 0.299 -0.205 0.3593
H -1.6610 1.2680 -2.3932 -0.182 0.112 0.233 0.3355
H -3.1328 1.9125 -1.5458 0.397 -0.019 -0.023 0.2179
H -3.2922 0.7548 -2.8673 0.299 0.219 0.170 0.2233
H -2.4643 -1.3013 -2.6773 -0.058 0.041 -0.531 0.2274
H -4.2974 1.0476 3.0809 -0.372 -0.453 0.411 0.3158
H -5.3344 1.7356 1.3182 -0.521 0.015 0.224 0.2974
C 7.1951 -3.0921 2.5356 0.054 -0.004 0.119 -0.6580
O 7.0887 -2.0302 3.4670 -0.074 -0.099 -0.200 -0.3762
C 6.3619 -0.9214 2.9496 0.071 0.075 0.448 -0.5689
C 4.9467 -0.8831 3.4934 -0.163 0.066 -0.470 -0.5617
O 4.1768 -1.9701 3.0046 0.262 -0.128 0.231 -0.1941
C 4.0134 -2.9984 3.9638 -0.084 0.027 -0.084 -0.9476
H 7.5995 -3.9578 3.0600 0.027 0.057 0.042 0.2368
H 6.2223 -3.3602 2.1168 0.006 0.033 -0.043 0.2554
H 7.8834 -2.8197 1.7283 -0.051 -0.046 -0.085 0.3252
H 6.3530 -0.9382 1.8562 -0.067 -0.038 -0.006 0.3318
H 6.8877 -0.0166 3.2702 -0.017 0.033 -0.027 0.3728
H 4.4613 0.0339 3.1459 0.020 0.036 0.028 0.3749
H 4.9522 -0.8683 4.5873 0.072 -0.031 0.015 0.3801
H 3.3264 -2.6729 4.7526 0.029 -0.058 0.063 0.3473
H 4.9689 -3.2909 4.4085 0.000 0.021 0.027 0.4549
H 3.5805 -3.8609 3.4594 -0.048 0.061 -0.047 0.2369
C -2.0772 4.2802 -4.2014 -0.034 -0.116 0.197 -0.8087
O -1.4331 3.1257 -4.7128 0.039 0.267 -0.158 -0.1759
C -1.0701 3.2564 -6.0762 0.120 -0.396 0.282 -0.5723
C 0.4136 3.5348 -6.2248 -0.154 0.336 -0.297 -0.5230
O 0.7536 4.8198 -5.7223 0.041 -0.128 0.156 -0.3817
C 1.3658 4.7597 -4.4436 -0.004 0.043 -0.024 -0.6515
H -2.1559 4.1657 -3.1211 -0.007 -0.102 -0.033 0.2246
H -1.5094 5.1889 -4.4182 -0.018 0.003 -0.059 0.3821
H -3.0866 4.3648 -4.6181 -0.004 0.092 -0.016 0.2928
H -1.6619 4.0357 -6.5660 0.059 0.064 -0.011 0.3650
H -1.2990 2.3022 -6.5619 0.013 0.003 -0.068 0.3506
H 0.6693 3.5296 -7.2898 0.000 -0.048 -0.016 0.3728
H 1.0017 2.7556 -5.7322 -0.057 -0.019 0.061 0.3255
H 2.3822 4.3601 -4.5303 -0.004 -0.040 0.078 0.3129
H 0.7895 4.1446 -3.7491 0.024 -0.015 -0.008 0.2652
H 1.4218 5.7739 -4.0505 -0.010 0.018 -0.071 0.2355
```
Forces are in eV/Å.

Output
HOMO level (Eh): -0.1328
E_LUMO (eV): 2.56
Orbital gap (eV): 6.172
Net charge: -1

---

Entry 3:
Molecular formula: C15H40BF4N5O5
Method: DFT, wB97M-V/def2-TZVPD

The geometry in XYZ format:
```
70
Properties=species:S:1:pos:R:3:forces:R:3:mulliken_charge:R:1
C 3.1256 -3.4205 1.3090 0.221 0.448 -0.148 -0.5271
C 4.1702 -2.6026 0.5555 -1.248 -2.036 -0.596 0.3877
O 4.9565 -3.0877 -0.1694 0.831 0.274 -0.177 -0.3636
N 4.0567 -1.1053 0.5399 -0.521 1.394 -0.012 -0.0107
H 3.2153 -0.7774 1.0190 -0.106 -0.237 0.201 0.3054
H 4.8741 -0.7486 1.0467 -0.006 0.111 -0.103 0.3723
C 4.0070 -0.4715 -0.8557 0.531 -1.017 0.117 -0.8557
H 2.5381 -3.9893 0.5840 -0.056 0.480 -0.339 0.3186
H 2.4703 -2.7854 1.8963 -0.043 -0.176 0.204 -0.1054
H 3.5909 -4.2385 1.8598 0.336 0.439 0.357 0.4380
H 3.1604 -0.8745 -1.4044 -0.123 -0.091 0.289 0.2929
H 4.9185 -0.8081 -1.3423 0.046 0.353 -0.135 0.4201
H 3.9225 0.6057 -0.7631 0.207 -0.028 0.177 0.3670
C -1.1826 7.3433 -0.7392 -0.434 -0.603 -0.027 -1.3027
C -0.0346 6.4044 -0.4556 -0.604 2.624 -0.107 0.6660
O 1.0543 6.4950 -0.8872 0.267 -1.028 0.006 -0.3618
N -0.3060 5.4807 0.7335 0.625 -0.682 -0.669 -0.1268
H 0.2486 5.8510 1.5116 0.014 -0.099 0.028 0.3824
H -1.2934 5.5780 0.9706 0.004 -0.329 0.213 0.3852
C 0.1148 4.0506 0.3837 -0.567 0.337 0.959 -0.9288
H -0.9637 7.9748 -1.5943 0.156 -0.018 0.052 0.3479
H -1.3926 7.9685 0.1346 0.334 0.054 0.072 0.4087
H -2.1295 6.8214 -0.9093 0.104 -0.162 -0.130 0.4136
H 1.0533 4.0640 -0.1588 -0.060 0.278 -0.060 0.3630
H -0.6949 3.6069 -0.1866 0.105 0.002 -0.134 0.3535
H 0.2280 3.5245 1.3280 0.003 -0.107 -0.078 0.4065
C 0.9042 -2.5239 4.5315 0.550 -0.390 0.724 -0.9504
C -0.0131 -3.3216 5.4246 0.640 0.906 0.148 0.4636
O -0.0729 -3.2214 6.5909 -0.404 -0.365 0.290 -0.3346
N -0.9278 -4.3321 4.7334 -0.904 -0.058 0.318 -0.2148
H -1.6974 -3.8036 4.3154 0.068 0.168 -0.079 0.3571
H -0.4232 -4.7403 3.9451 -0.060 -0.413 0.177 0.4181
C -1.5911 -5.3471 5.6818 0.713 -0.494 -0.800 -0.8141
H 1.6449 -2.0936 5.2068 -0.152 0.056 0.132 0.4021
H 0.4229 -1.6800 4.0405 -0.203 -0.342 -0.405 0.3817
H 1.4895 -3.1985 3.9050 -0.367 0.163 -0.504 0.1966
H -0.7969 -5.9846 6.0602 -0.028 0.224 0.390 0.3782
H -2.2291 -5.9893 5.0773 -0.149 0.239 -0.055 0.3678
H -2.1538 -4.8288 6.4492 0.208 0.117 0.017 0.3472
C 0.8827 1.4521 -3.3750 -0.222 -0.308 -0.151 -0.9216
C 0.4897 2.8479 -3.7489 -0.414 -0.662 1.177 0.4843
O 0.4454 3.7591 -2.9922 -0.054 0.236 -0.650 -0.3948
N -0.0128 3.0454 -5.1797 1.555 1.088 0.348 -0.1787
H 0.7370 2.7125 -5.7953 -0.225 -0.392 -0.082 0.4148
H -0.8324 2.4586 -5.3462 -0.143 0.184 -0.083 0.4094
C -0.1755 4.5293 -5.5783 -1.385 -1.324 -0.373 -0.7956
H 1.6483 1.0382 -4.0321 0.061 0.041 0.045 0.4608
H 0.0316 0.7631 -3.3823 -0.165 0.191 -0.459 0.3630
H 1.1562 1.4184 -2.3251 0.404 0.304 -0.083 0.1096
H 0.7971 4.9802 -5.7308 0.005 -0.044 0.060 0.3299
H -0.8070 5.0342 -4.8561 0.271 0.001 0.182 0.3437
H -0.7581 4.3926 -6.4888 0.308 0.742 -0.270 0.3765
C -2.4937 -4.3285 -0.6113 -0.350 0.087 0.177 -0.8663
C -3.5143 -3.2997 -0.9738 -0.703 -1.130 0.889 0.5881
O -4.5150 -3.5705 -1.5321 -0.255 0.882 -0.489 -0.3964
N -3.3872 -1.9026 -0.3563 1.595 -0.392 -0.549 0.1197
H -4.0577 -1.8381 0.4111 -0.463 0.424 -0.418 0.4014
H -2.4563 -1.8413 0.1025 -0.277 0.246 -0.171 0.0969
C -3.4539 -0.8794 -1.4798 -0.853 -0.086 0.936 -0.7410
H -3.0638 -5.2412 -0.7737 0.522 -0.260 -0.253 0.3898
H -2.2669 -4.2926 0.4564 0.281 0.255 -0.090 0.2126
H -1.5973 -4.2500 -1.2233 0.051 -0.115 0.121 0.2382
H -2.8549 -1.2638 -2.2980 0.051 0.068 0.016 0.3179
H -3.0908 0.0705 -1.1038 0.142 -0.050 -0.015 0.2787
H -4.5027 -0.7992 -1.7515 0.080 -0.015 -0.256 0.4163
B -0.1101 -0.9745 -0.0856 -0.200 0.639 -0.122 0.3733
F -1.1136 -0.9554 0.9457 0.380 -0.418 -0.256 -0.4439
F -0.1348 -2.1622 -0.7937 -0.294 -0.214 0.149 -0.3877
F -0.4177 0.0988 -0.9567 0.226 -0.084 0.171 -0.3019
F 1.1648 -0.7967 0.4869 0.138 0.116 0.186 -0.3414
```
Forces are in eV/Å.

Output
HOMO level (Eh): -0.7419
ΔE to the lowest compared entry with this formula, charge and spin (kcal per mole): 0.0
E_LUMO (eV): -9.40
Orbital gap (eV): 10.791
Net charge: +4